Entry 1:
Entry from the Open Molecules 2025 dataset: one molecule with the formula C12H11BN2O3 at a distorted geometry (wB97M-V/def2-TZVPD).

Properties
**Spin multiplicity**: 1
**Highest occupied orbital energy**: -0.300 Ha
**E**: -823.98039 a.u.
**Total charge**: 0
**Kohn-Sham gap**: 7.67 eV
**SMILES string**: OB(O)c1cccc(/N=N/c2ccc(O)cc2)c1

CARTESIAN COORDINATES (ANGSTROEM)
O (4.073, -1.310, -2.020)
B (4.038, -0.162, -1.241)
O (4.976, 0.148, -0.285)
C (2.856, 0.868, -1.474)
C (2.877, 2.209, -1.883)
C (1.735, 2.976, -2.095)
C (0.513, 2.500, -1.641)
C (0.509, 1.280, -0.942)
N (-0.666, 0.727, -0.397)
N (-0.858, -0.506, -0.306)
C (-1.796, -0.909, 0.672)
C (-2.669, 0.068, 1.145)
C (-3.627, -0.167, 2.095)
C (-3.803, -1.417, 2.623)
O (-4.882, -1.799, 3.499)
C (-2.965, -2.405, 2.047)
C (-1.978, -2.167, 1.144)
C (1.655, 0.439, -0.985)
H (3.351, -1.513, -2.545)
H (5.657, -0.603, -0.266)
H (3.799, 2.653, -2.154)
H (1.741, 3.969, -2.486)
H (-0.360, 3.073, -1.822)
H (-2.461, 1.085, 0.659)
H (-4.263, 0.629, 2.454)
H (-4.746, -2.805, 3.655)
H (-3.080, -3.383, 2.416)
H (-1.340, -2.876, 0.726)
H (1.715, -0.601, -0.591)

Cartesian forces (eV/Å) of the 6 atoms listed first:
O 2.8 0.7 2.7
B -0.3 0.8 -1.0
O 1.1 -2.3 -0.8
C 0.3 1.0 0.6
C 0.1 0.1 -0.9
C -0.1 -1.0 1.0

---

Entry 2:
Entry from the Open Molecules 2025 dataset: an isolated ion of composition C4H13NOP and charge +1 at a distorted geometry (wB97M-V/def2-TZVPD).

Properties
**Spin multiplicity**: 1
**Highest occupied orbital energy**: -0.491 Ha
**E**: -631.20340 a.u.
**Total charge**: +1
**Kohn-Sham gap**: 9.09 eV
**SMILES string**: C/[NH+]=C\[PH](C)(C)O

CARTESIAN COORDINATES (ANGSTROEM)
C (1.236, 0.870, -1.981)
N (1.062, 1.742, -0.821)
C (0.468, 1.287, 0.226)
P (-0.522, -0.312, 0.398)
C (-1.526, -0.470, 1.986)
C (0.695, -1.645, 0.672)
O (-1.095, -1.008, -0.919)
H (2.082, 0.227, -1.753)
H (0.370, 0.273, -2.268)
H (1.460, 1.441, -2.927)
H (1.208, 2.679, -1.130)
H (0.160, 1.884, 1.172)
H (-1.496, 0.781, 0.057)
H (-1.189, -1.346, 2.406)
H (-1.519, 0.447, 2.393)
H (-2.508, -0.512, 1.682)
H (1.640, -1.235, 1.276)
H (0.277, -2.408, 1.334)
H (0.903, -2.134, -0.267)
H (-1.707, -0.561, -1.535)

Cartesian forces (eV/Å) of the 6 atoms listed first:
C 1.0 -0.3 -1.7
N -1.0 -1.0 -1.0
C -1.6 0.1 2.5
P -1.2 0.3 0.6
C 2.0 -0.7 -3.8
C 1.7 0.8 1.6

---

Entry 3:
Entry from the Open Molecules 2025 dataset: one molecule with the formula C3H4N2O (wB97M-V/def2-TZVPD).

Properties
**Spin multiplicity**: 1
**Highest occupied orbital energy**: -0.309 Ha
**E**: -301.47879 a.u.
**Total charge**: 0
**Kohn-Sham gap**: 9.27 eV
**SMILES string**: O=c1[nH]cc[nH]1

CARTESIAN COORDINATES (ANGSTROEM)
O (2.338, 0.486, -0.090)
C (1.154, 0.208, -0.036)
N (0.539, -1.022, -0.068)
C (-0.886, -0.851, 0.019)
C (-1.122, 0.481, 0.062)
N (0.115, 1.125, 0.058)
H (1.163, -1.817, -0.201)
H (-1.565, -1.693, 0.100)
H (-2.001, 1.118, 0.152)
H (0.269, 1.944, -0.502)

Cartesian forces (eV/Å) of the 6 atoms listed first:
O -0.2 -0.4 -0.2
C 0.0 0.2 -0.1
N -0.2 0.3 0.3
C 0.6 0.0 0.0
C 0.2 -0.3 -0.1
N 0.2 0.2 -0.3

---

Entry 4:
Entry from the Open Molecules 2025 dataset: a 2-piece molecular cluster, C5H12NO2 overall at a distorted geometry (wB97M-V/def2-TZVPD).

Properties
**Spin multiplicity**: 1
**Highest occupied orbital energy**: -0.543 Ha
**E**: -402.69652 a.u.
**Total charge**: +1
**Kohn-Sham gap**: 11.52 eV

CARTESIAN COORDINATES (ANGSTROEM)
O (1.608, 0.646, 2.129)
C (2.084, 0.362, 1.069)
C (1.268, -0.416, 0.019)
N (-0.161, -0.352, 0.476)
C (-1.055, -0.077, -0.678)
C (-0.173, 0.491, -1.804)
C (1.303, 0.359, -1.307)
H (3.094, 0.648, 0.740)
H (1.611, -1.406, 0.007)
H (-0.470, -1.188, 0.974)
H (-0.146, 0.342, 1.230)
H (-1.524, -0.993, -1.042)
H (-1.913, 0.488, -0.339)
H (-0.372, 1.533, -2.028)
H (-0.235, -0.202, -2.628)
H (1.815, 1.308, -1.137)
H (1.848, -0.132, -2.115)
H (-2.601, 0.064, 2.665)
H (-3.358, -1.045, 1.937)
O (-2.623, -0.429, 1.833)

Cartesian forces (eV/Å) of the 6 atoms listed first:
O -0.1 0.3 0.1
C -0.1 -0.6 -0.4
C -0.3 2.0 0.2
N 0.4 -0.8 0.3
C -0.7 0.1 -0.8
C 0.9 -0.1 1.2

---

Entry 5:
Entry from the Open Molecules 2025 dataset: a 4-piece molecular cluster, C28H52NO11 overall at a distorted geometry (wB97M-V/def2-TZVPD).

Properties
**Spin multiplicity**: 2
**Highest occupied orbital energy (alpha / beta)**: -0.306 / -0.351 Ha
**E**: -1980.33626 a.u.
**Total charge**: 0
**Expectation value of S²**: 0.75
**Kohn-Sham gap (alpha / beta)**: 8.89 / 9.96 eV

CARTESIAN COORDINATES (ANGSTROEM)
C (-0.879, -2.876, 3.659)
C (-0.413, -2.633, 2.585)
C (0.232, -2.227, 1.338)
C (0.221, -0.684, 1.099)
C (-0.979, 0.046, 1.744)
C (-2.443, -0.321, 1.379)
C (-2.748, -1.420, 0.340)
C (-3.485, -2.647, 0.930)
C (-3.100, -3.919, 0.193)
O (-3.330, -3.775, -1.205)
C (-2.213, -4.033, -2.021)
C (-1.774, -5.491, -2.053)
C (0.249, -0.359, -0.410)
C (1.605, -0.049, -1.102)
C (2.170, -1.313, -1.779)
C (1.296, 0.918, -2.259)
N (2.588, 0.610, -0.219)
O (2.554, 1.890, -0.243)
C (2.779, 0.018, 1.126)
C (3.654, 1.015, 1.929)
C (3.600, -1.282, 1.075)
C (1.459, -0.138, 1.891)
H (-1.028, -3.135, 4.681)
H (1.255, -2.590, 1.427)
H (-0.209, -2.771, 0.501)
H (-0.857, -0.026, 2.825)
H (-0.829, 1.102, 1.518)
H (-2.931, 0.593, 1.040)
H (-2.968, -0.583, 2.296)
H (-3.424, -1.007, -0.405)
H (-1.885, -1.791, -0.198)
H (-4.565, -2.529, 0.839)
H (-3.254, -2.773, 1.985)
H (-3.698, -4.767, 0.539)
H (-2.060, -4.182, 0.403)
H (-1.344, -3.420, -1.742)
H (-2.495, -3.716, -3.024)
H (-0.831, -5.548, -2.597)
H (-1.602, -5.875, -1.050)
H (-2.496, -6.126, -2.562)
H (-0.211, -1.151, -0.995)
H (-0.390, 0.510, -0.565)
H (1.381, -1.851, -2.296)
H (2.873, -0.996, -2.553)
H (2.722, -1.970, -1.116)
H (2.207, 1.238, -2.757)
H (0.720, 0.351, -2.996)
H (0.676, 1.752, -1.949)
H (4.025, 0.496, 2.813)
H (3.083, 1.871, 2.268)
H (4.519, 1.322, 1.347)
H (4.542, -1.120, 0.558)
H (3.848, -1.529, 2.107)
H (3.052, -2.131, 0.679)
H (1.632, -0.824, 2.719)
H (1.205, 0.825, 2.326)
C (3.515, 5.205, -7.440)
O (3.866, 5.587, -6.110)
C (3.800, 4.604, -5.215)
O (3.473, 3.465, -5.435)
O (4.159, 5.093, -4.031)
C (4.099, 4.139, -2.967)
H (3.615, 6.096, -8.052)
H (4.189, 4.434, -7.809)
H (2.486, 4.854, -7.482)
H (4.774, 3.307, -3.156)
H (3.082, 3.774, -2.831)
H (4.411, 4.652, -2.063)
C (-0.316, -3.172, 8.297)
O (-1.670, -2.906, 7.931)
C (-2.561, -3.240, 8.865)
O (-2.310, -3.724, 9.936)
O (-3.774, -2.944, 8.404)
C (-4.838, -3.251, 9.308)
H (0.303, -2.866, 7.457)
H (-0.031, -2.601, 9.178)
H (-0.171, -4.236, 8.476)
H (-4.732, -2.684, 10.231)
H (-4.862, -4.317, 9.525)
H (-5.758, -2.962, 8.810)
C (0.535, 4.073, -4.891)
O (-0.860, 4.182, -4.594)
C (-1.375, 5.387, -4.824)
O (-0.778, 6.341, -5.251)
O (-2.669, 5.357, -4.503)
C (-3.351, 6.595, -4.704)
H (0.827, 3.052, -4.670)
H (0.720, 4.276, -5.943)
H (1.113, 4.755, -4.269)
H (-3.318, 6.887, -5.752)
H (-2.916, 7.378, -4.084)
H (-4.382, 6.430, -4.406)

Cartesian forces (eV/Å) of the 6 atoms listed first:
C 0.4 -0.3 0.6
C 0.2 0.3 -0.4
C -0.4 -0.2 0.0
C 0.5 -0.1 0.4
C -0.2 -0.2 0.0
C 0.0 0.0 -0.2

---

Entry 6:
Entry from the Open Molecules 2025 dataset: a 2-piece molecular cluster, C21H42BN2O8P2 overall (wB97M-V/def2-TZVPD).

Properties
**Spin multiplicity**: 1
**Highest occupied orbital energy**: -0.409 Ha
**E**: -2244.28088 a.u.
**Total charge**: +1
**Kohn-Sham gap**: 7.79 eV

CARTESIAN COORDINATES (ANGSTROEM)
C (-0.299, 3.810, 5.647)
C (0.029, 2.557, 4.825)
C (-1.083, 1.511, 4.826)
C (-2.419, 2.014, 4.283)
C (-3.615, 1.155, 4.704)
C (-4.794, 1.193, 3.732)
C (-4.567, 0.557, 2.358)
C (-4.232, -0.935, 2.401)
C (-2.738, -1.258, 2.632)
C (-2.000, -1.836, 1.463)
C (-1.300, -2.982, 1.467)
P (-1.134, -4.015, 2.952)
N (-0.316, -3.381, 4.081)
O (-0.524, -5.401, 2.455)
O (-2.637, -4.393, 3.365)
C (-0.588, -3.387, 0.215)
O (-0.544, -4.528, -0.185)
C (-0.007, -2.265, -0.597)
P (1.503, -2.456, -1.630)
C (2.504, -1.154, -0.786)
O (2.199, -3.836, -1.100)
C (-0.719, -1.126, -0.638)
B (-0.397, 0.083, -1.608)
O (-0.297, -0.170, -2.958)
O (-0.080, 1.339, -1.178)
C (-1.962, -1.041, 0.186)
O (-2.874, -0.331, -0.185)
H (-0.627, 4.643, 5.025)
H (0.564, 4.149, 6.218)
H (-1.095, 3.608, 6.367)
H (0.259, 2.831, 3.790)
H (0.937, 2.096, 5.220)
H (-1.219, 1.137, 5.847)
H (-0.758, 0.649, 4.231)
H (-2.368, 2.058, 3.188)
H (-2.580, 3.043, 4.615)
H (-3.284, 0.121, 4.856)
H (-3.968, 1.494, 5.681)
H (-5.109, 2.232, 3.589)
H (-5.642, 0.680, 4.197)
H (-3.784, 1.083, 1.803)
H (-5.480, 0.697, 1.775)
H (-4.554, -1.395, 1.467)
H (-4.809, -1.414, 3.196)
H (-2.616, -1.916, 3.490)
H (-2.207, -0.334, 2.891)
H (0.061, -2.465, 3.881)
H (-1.021, -5.876, 1.777)
H (-2.887, -5.316, 3.266)
H (2.145, -0.889, 0.209)
H (3.535, -1.509, -0.725)
H (2.504, -0.247, -1.393)
H (2.699, -3.760, -0.280)
H (-0.551, -1.079, -3.157)
H (-0.754, 1.796, -0.668)
C (2.996, 0.803, -7.196)
N (4.024, 1.172, -6.166)
C (5.078, 1.998, -6.833)
C (4.649, -0.069, -5.625)
C (3.437, 2.010, -5.050)
C (2.423, 1.325, -4.167)
O (1.310, 0.936, -4.930)
H (3.524, 0.432, -8.072)
H (2.339, 0.044, -6.790)
H (2.419, 1.688, -7.448)
H (5.528, 1.412, -7.631)
H (5.833, 2.272, -6.101)
H (4.614, 2.891, -7.244)
H (3.876, -0.699, -5.194)
H (5.384, 0.203, -4.871)
H (5.133, -0.596, -6.444)
H (3.000, 2.885, -5.531)
H (4.279, 2.328, -4.435)
H (2.136, 2.066, -3.411)
H (2.871, 0.477, -3.636)
H (0.648, 0.577, -4.308)

Cartesian forces (eV/Å) of the 6 atoms listed first:
C 0.0 0.0 0.0
C 0.1 0.0 0.0
C 0.0 0.0 0.0
C 0.0 0.1 -0.1
C 0.1 -0.1 0.0
C -0.1 0.0 0.0